Entry 1:
Entry from the OMol25 dataset: a molecular structure, C34H35Cl3N3O7P2Pt (ωB97M-V/def2-TZVPD).

The HOMO energy comes out at -11.38 eV. Its net charge is +1. The total energy comes out at -114015.3805 eV.

Each line ends with the Mulliken charge.
Geometry (Å):
Pt -0.555520 0.535484 0.522329  1.74
O -4.138431 1.853522 2.214030  -0.66
C -2.949979 1.725630 2.074969  -0.20
O -2.450467 1.122330 1.024798  -0.38
C -1.956961 2.275254 3.072690  0.00
C -1.106433 1.158970 3.699469  -0.18
C -0.470889 1.691871 4.984267  -1.02
C 0.651024 2.596090 4.421542  -0.75
C 0.427892 2.458434 2.920204  0.16
O 0.025518 1.075884 2.784627  -0.39
C -0.834340 3.190755 2.461260  0.50
C -0.910329 3.328854 0.932897  -0.45
O -1.528867 4.197053 0.399049  -0.64
O -0.147401 2.437659 0.237855  -0.88
H -2.569409 2.788137 3.809878  0.72
H -1.591690 0.189969 3.786043  0.63
H -0.073915 0.883580 5.595074  0.34
H -1.199520 2.239987 5.577699  0.40
H 1.632499 2.199994 4.676875  0.31
H 0.599345 3.628316 4.761708  0.42
H 1.309040 2.643708 2.325880  -0.26
H -0.889067 4.198576 2.869114  0.65
C 4.959224 3.078512 -1.009842  -0.74
C 4.877174 1.902139 -1.740737  -0.88
C 3.808873 1.042199 -1.554938  -0.62
C 2.811328 1.336829 -0.616997  1.31
C 2.908381 2.513819 0.110693  -0.32
C 3.971660 3.382307 -0.088825  -0.77
P 1.565745 0.014078 -0.382202  1.27
C 1.389084 -0.492660 -2.111119  0.63
C 1.643999 -1.766024 -2.607271  -0.66
C 1.556167 -1.999168 -3.973658  -0.81
C 1.226364 -0.966573 -4.840962  -0.70
C 0.969200 0.304870 -4.344403  -0.57
C 1.042017 0.541820 -2.981672  -0.87
C 2.463853 -1.166486 0.652204  1.77
C 3.498940 -1.944584 0.133654  -1.06
C 4.314795 -2.668730 0.986759  -0.84
C 4.123605 -2.601739 2.359960  -0.89
C 3.113251 -1.809186 2.880135  -0.70
C 2.280275 -1.093988 2.032232  -0.30
H 5.784718 3.759351 -1.167110  0.41
H 5.642147 1.654421 -2.464155  0.47
H 3.755978 0.143631 -2.153620  0.31
H 2.144891 2.774292 0.816276  -0.06
H 4.017264 4.305587 0.472961  0.48
H 1.877398 -2.580317 -1.937441  0.37
H 1.752864 -2.990121 -4.360048  0.48
H 1.171060 -1.151906 -5.905313  0.44
H 0.714047 1.112171 -5.018031  0.51
H 0.864115 1.541296 -2.596405  0.39
H 3.687927 -1.978822 -0.930434  0.35
H 5.114521 -3.271282 0.578047  0.49
H 4.764629 -3.168163 3.022345  0.39
H 2.965414 -1.747683 3.950131  0.50
H 1.501985 -0.477727 2.455118  0.32
C -5.112568 -1.015641 -1.498400  -0.83
N -4.172188 -2.098422 -1.203629  0.12
C -3.566358 -2.566447 -2.450528  -0.89
N -2.926805 -1.494095 -3.206149  0.18
C -3.890472 -0.425015 -3.455670  -0.90
N -4.483472 0.084921 -2.225831  0.16
C -3.554016 0.821846 -1.390102  -1.15
P -2.190263 -0.343087 -0.910261  3.41
C -3.173165 -1.734319 -0.207754  -0.67
C -1.716837 -0.998655 -2.562994  -0.86
H -5.543317 -0.641382 -0.569642  0.43
H -5.911526 -1.423894 -2.117970  0.32
H -4.360276 -2.984428 -3.070884  0.28
H -2.838646 -3.348830 -2.231840  0.36
H -4.688489 -0.827863 -4.080260  0.33
H -3.402492 0.389752 -3.992128  0.38
H -4.035592 1.197274 -0.492068  0.38
H -3.121461 1.669945 -1.926991  0.35
H -3.640743 -1.406243 0.721891  0.26
H -2.549653 -2.600329 -0.007103  -0.10
H -0.984910 -1.791960 -2.438145  0.23
H -1.277403 -0.201665 -3.155656  0.15
Cl 1.312042 -4.246525 1.759841  -0.08
C -0.345635 -3.637833 1.722873  0.74
Cl -0.904629 -3.291943 3.356328  -0.15
Cl -1.408278 -4.848181 0.979568  -0.14
C -0.346775 -2.385675 0.803515  -0.80
O -0.618857 -1.292064 1.407610  -0.40
O -0.102234 -2.511481 -0.375223  -0.28

Forces on the atoms, in the same order (eV/Å):
0.371 -0.565 0.971
-0.101 -0.111 0.023
-0.077 0.496 0.434
0.163 -0.766 -0.112
-0.046 0.078 -0.122
-0.303 -0.020 0.234
0.072 -0.084 -0.003
-0.010 -0.162 -0.003
0.061 0.362 0.133
0.218 0.008 0.016
-0.067 0.068 -0.086
0.106 -0.342 0.237
-0.015 0.084 -0.117
-0.411 0.352 -0.641
0.212 0.084 0.108
0.066 -0.041 -0.137
0.021 -0.001 -0.018
-0.016 -0.037 0.014
0.015 0.047 0.033
-0.040 0.012 -0.041
0.021 -0.040 0.004
-0.081 -0.009 -0.026
-0.006 0.029 0.003
-0.035 -0.035 0.012
0.066 0.042 0.056
-0.008 -0.003 -0.023
-0.007 -0.049 0.014
0.007 0.041 0.006
-0.115 0.017 -0.295
-0.021 -0.087 0.047
-0.135 0.000 -0.002
0.012 0.029 0.000
-0.001 -0.034 0.017
-0.022 0.028 0.010
0.215 0.032 -0.068
0.091 0.126 -0.023
-0.013 -0.007 -0.039
-0.003 0.016 -0.009
0.017 0.038 0.047
0.061 0.072 -0.011
0.178 0.025 0.046
0.011 0.000 0.009
-0.007 0.000 -0.014
0.032 -0.006 0.000
-0.094 0.050 -0.032
0.007 -0.004 0.013
-0.029 -0.020 0.012
-0.002 -0.007 -0.001
0.001 -0.004 -0.004
-0.001 0.006 -0.004
-0.020 -0.003 -0.008
0.016 0.010 0.016
-0.006 -0.022 -0.009
0.017 0.017 0.006
-0.010 -0.014 0.005
-0.010 0.015 0.013
0.103 0.028 0.022
-0.038 0.053 0.044
-0.057 0.048 0.004
0.067 -0.037 -0.183
0.031 -0.039 0.090
-0.213 0.061 -0.045
0.272 0.140 -0.147
0.341 0.386 -0.542
-0.036 -0.028 0.198
-0.043 -0.137 0.159
0.014 0.006 0.005
-0.002 0.008 0.012
0.022 -0.036 0.020
0.021 0.010 0.001
-0.006 0.028 -0.002
0.008 -0.008 0.000
-0.065 -0.074 -0.057
-0.033 -0.019 -0.027
-0.020 0.034 -0.029
-0.016 0.024 -0.024
-0.009 -0.033 -0.045
-0.036 0.018 -0.037
-0.165 -0.185 -0.038
0.003 -0.130 -0.042
0.035 0.001 0.025
-0.026 0.026 0.033
0.135 -0.278 -0.065
-0.649 0.483 0.183
0.022 -0.066 -0.202

Entry 2:
Entry from the OMol25 dataset: a molecular structure, C34H35Cl5N3PSTeY (ωB97M-V/def2-TZVPD).

The HOMO energy comes out at -10.13 eV. Its net charge is +1. The total energy comes out at -131366.2158 eV.

Each line ends with the Mulliken charge.
Geometry (Å):
Y -0.613860 -0.100657 0.634204  0.30
N 1.538978 0.474063 1.815716  0.38
C 2.912621 0.242192 1.375319  -0.49
C 3.930115 0.200306 2.321427  -0.66
C 5.237398 -0.002461 1.918589  -0.68
C 5.536540 -0.161856 0.570061  -0.84
C 4.520874 -0.134170 -0.366173  -0.28
C 3.195735 0.059743 0.026689  0.27
P 1.801109 -0.005099 -1.131614  1.69
C 2.178770 -1.450619 -2.170712  0.88
C 1.756295 -2.700686 -1.723391  -0.39
C 2.080730 -3.847854 -2.430190  -0.81
C 2.826346 -3.755095 -3.595768  -0.58
C 3.256407 -2.514449 -4.046174  -0.77
C 2.941142 -1.366405 -3.335795  -0.42
C 2.044854 1.413115 -2.236234  0.22
C 1.366911 1.450169 -3.454972  -0.42
C 1.479825 2.555289 -4.281898  -0.89
C 2.262143 3.636855 -3.898438  -0.71
C 2.938210 3.606595 -2.688491  -0.75
C 2.830625 2.498779 -1.859116  -0.84
H 1.470174 1.469632 2.026545  0.29
H 1.397923 -0.031053 2.689110  0.37
H 3.694994 0.323787 3.372082  0.48
H 6.026285 -0.039598 2.657529  0.42
H 6.559151 -0.321159 0.256404  0.45
H 4.743916 -0.285329 -1.415256  0.47
H 1.168873 -2.791177 -0.816207  -0.02
H 1.744786 -4.811430 -2.070592  0.47
H 3.073799 -4.648452 -4.153547  0.41
H 3.842370 -2.438495 -4.952575  0.44
H 3.286790 -0.406255 -3.696420  0.43
H 0.754741 0.609801 -3.763973  0.84
H 0.952560 2.573163 -5.227330  0.49
H 2.346535 4.499124 -4.546327  0.43
H 3.554605 4.443558 -2.388261  0.45
H 3.371252 2.482905 -0.920392  0.41
Cl -0.671406 3.100909 -0.918476  -0.17
C -1.315086 1.884605 -2.005134  0.61
C -1.276585 0.587028 -1.550399  -0.60
C -1.686612 -0.381432 -2.442058  0.28
Cl -1.592934 -2.027360 -1.842139  -0.10
C -2.155706 -0.109908 -3.719089  -0.13
Cl -2.660088 -1.367369 -4.770033  -0.16
C -2.210307 1.230861 -4.122718  0.47
Cl -2.778736 1.623164 -5.693229  -0.17
C -1.786624 2.247623 -3.262032  -0.12
Cl -1.820229 3.886436 -3.762019  -0.14
C -1.273465 2.936751 2.387382  -1.38
N -1.336486 1.477904 2.617733  1.14
C -0.588805 1.212396 3.871015  -1.53
C -2.744774 1.094573 2.911731  -0.95
C -3.593161 0.996040 1.667018  -1.11
N -3.217534 -0.152750 0.817245  1.17
C -3.590495 -1.420778 1.483715  -1.08
C -4.062305 -0.064027 -0.395221  -1.72
H -1.589136 3.472085 3.288597  0.37
H -1.910767 3.228686 1.558219  0.38
H -0.251903 3.231181 2.145647  0.26
H -1.109175 1.670893 4.718224  0.44
H 0.404845 1.653980 3.835291  0.49
H -0.513182 0.137691 4.042112  0.24
H -3.176261 1.829397 3.600937  0.41
H -2.726756 0.139368 3.438443  0.35
H -3.496887 1.902138 1.064318  0.37
H -4.649133 0.911290 1.952137  0.48
H -4.663217 -1.431870 1.708237  0.35
H -3.034599 -1.575197 2.404596  -0.06
H -3.362329 -2.249535 0.815375  0.44
H -5.118368 -0.071641 -0.103522  0.48
H -3.879019 -0.917913 -1.039856  0.52
H -3.852947 0.855206 -0.938405  0.37
Te 0.187024 -2.635025 2.085169  -0.06
C -1.424085 -3.188215 3.315844  0.09
C -1.797553 -2.639961 4.511338  -0.35
C -2.938789 -3.266865 5.081046  -0.61
C -3.408658 -4.288011 4.313441  -0.50
S -2.456615 -4.498330 2.906409  -0.14
H -1.257989 -1.831003 4.984884  0.52
H -3.378864 -2.982919 6.026017  0.40
H -4.244790 -4.936839 4.518358  0.42

Forces on the atoms, in the same order (eV/Å):
-0.154 0.160 0.052
0.198 0.524 -0.137
0.052 -0.201 -0.044
-0.038 0.023 0.004
0.025 -0.004 0.002
0.011 0.004 0.003
-0.035 -0.029 -0.009
-0.039 0.028 0.105
-0.154 -0.304 -0.113
0.102 -0.017 0.026
-0.002 -0.011 0.005
-0.005 -0.010 0.011
0.007 0.012 -0.007
0.006 -0.005 -0.004
-0.020 0.006 0.006
0.036 0.082 0.085
0.008 0.006 -0.012
-0.007 -0.013 -0.018
0.007 0.003 0.010
-0.008 -0.002 -0.004
0.011 0.005 -0.005
-0.011 -0.037 0.095
-0.004 -0.010 0.012
0.005 -0.003 0.002
0.001 0.000 0.003
0.001 0.000 -0.002
0.014 -0.001 0.002
-0.002 0.012 -0.001
0.004 -0.003 -0.002
-0.001 -0.003 -0.002
0.001 -0.003 -0.001
-0.011 0.013 -0.001
0.004 -0.008 0.002
0.001 0.004 -0.002
0.001 0.004 0.001
0.002 0.003 -0.003
-0.006 -0.006 -0.002
-0.045 0.035 0.014
-0.061 -0.057 -0.055
0.017 0.042 -0.153
0.043 0.092 -0.019
0.003 -0.030 0.047
0.029 0.049 0.006
0.009 -0.012 0.006
-0.013 -0.010 -0.037
0.000 0.003 -0.004
-0.009 -0.071 0.013
0.002 0.036 0.007
-0.002 -0.058 -0.095
0.008 -0.108 0.334
-0.036 -0.009 0.004
0.048 0.061 -0.089
0.063 -0.076 0.019
-0.196 0.002 -0.024
0.049 -0.022 -0.021
0.019 0.082 0.016
0.001 0.003 0.006
0.005 0.002 0.003
-0.003 0.009 -0.002
-0.016 -0.024 0.006
0.001 -0.010 -0.037
0.038 0.013 -0.024
-0.014 0.002 -0.006
-0.005 -0.004 -0.003
-0.015 -0.001 -0.005
0.002 0.004 0.023
-0.002 0.005 0.000
0.000 -0.003 -0.002
0.000 -0.008 0.007
0.002 0.001 0.008
0.005 0.006 -0.009
0.018 -0.014 -0.010
0.018 -0.216 0.055
0.027 -0.038 -0.037
0.047 0.059 -0.023
-0.084 -0.048 0.034
0.018 0.015 0.022
0.023 0.105 -0.026
0.003 -0.014 0.009
0.001 0.006 0.003
0.003 -0.015 -0.013